(w)
12
Properties=species:S:1:pos:R:3:nbo_charge:R:1 method="wB97M-V/def2-TZVPD" smiles="C=C1OC=NNC1=O" orbital_gap_ha=0.3148 lumo_energy_ev=-0.59 homo_energy_ev=-9.154
C 1.749 -1.532 0.069 -0.332
C 0.714 -0.672 0.155 0.149
O -0.580 -1.318 -0.123 -0.475
C -1.680 -0.685 -0.119 0.379
N -1.859 0.569 -0.035 -0.323
N -0.647 1.252 0.295 -0.443
C 0.608 0.712 0.002 0.539
O 1.562 1.658 -0.224 -0.613
H 2.614 -0.742 0.155 0.249
H 1.842 -2.580 0.068 0.241
H -2.564 -1.418 -0.022 0.194
H -0.542 2.338 0.104 0.435

---

(x)
12
Properties=species:S:1:pos:R:3:nbo_charge:R:1 method="wB97M-V/def2-TZVPD" smiles="O=CCc1cnno1" orbital_gap_ha=0.3955 lumo_energy_ev=0.54 homo_energy_ev=-10.226
O -1.874 1.186 -0.038 -0.508
C -1.971 -0.033 -0.016 0.440
C -0.699 -0.889 -0.008 -0.565
C 0.535 -0.096 -0.056 0.291
C 0.989 1.182 0.001 -0.159
N 2.347 1.104 0.017 -0.198
N 2.776 -0.055 -0.035 0.105
O 1.629 -0.873 -0.030 -0.315
H -2.949 -0.560 0.061 0.134
H -0.723 -1.630 -0.817 0.261
H -0.620 -1.507 0.960 0.265
H 0.559 2.170 -0.039 0.249

---

(y)
12
Properties=species:S:1:pos:R:3:nbo_charge:R:1 method="wB97M-V/def2-TZVPD" smiles="NC(=O)c1cnoc1" orbital_gap_ha=0.3954 lumo_energy_ev=0.56 homo_energy_ev=-10.196
N 0.794 -2.169 0.602 -0.851
C -0.329 -1.330 0.510 0.671
O -1.400 -1.685 0.928 -0.575
C 0.015 0.014 0.006 -0.297
C -1.003 1.060 -0.145 -0.001
N -0.445 2.185 -0.627 -0.115
O 0.888 1.857 -0.903 -0.273
C 1.164 0.626 -0.507 0.177
H 1.766 -2.076 0.365 0.396
H 0.622 -3.145 0.864 0.397
H -2.060 1.024 0.163 0.248
H 2.247 0.495 -0.600 0.224

---

Which structure is the most stable? The one labeled (y).

---

(w)
12
Properties=species:S:1:pos:R:3:nbo_charge:R:1 method="wB97M-V/def2-TZVPD" smiles=Oc1onc2c1CN2 orbital_gap_ha=0.3404 lumo_energy_ev=0.37 homo_energy_ev=-8.891
O -1.838 0.393 1.795 -0.634
C -1.083 -0.304 0.973 0.654
O -0.613 -1.606 1.151 -0.423
N 0.377 -1.980 -0.077 -0.120
C 0.348 -0.809 -0.466 0.271
C -0.258 0.217 0.010 -0.277
C 0.650 1.184 -0.889 -0.195
N 1.347 -0.149 -1.121 -0.605
H -2.345 -0.239 2.486 0.511
H 0.362 1.861 -1.715 0.212
H 1.098 1.947 -0.147 0.199
H 1.957 -0.515 -2.001 0.407

---

(x)
12
Properties=species:S:1:pos:R:3:nbo_charge:R:1 method="wB97M-V/def2-TZVPD" smiles="C=N/N=C/C(=O)C=O" orbital_gap_ha=0.3260 lumo_energy_ev=-1.20 homo_energy_ev=-10.071
C -2.495 -0.960 -0.889 -0.075
N -1.817 0.034 -1.251 -0.248
N -0.443 -0.247 -1.177 -0.169
C 0.137 0.453 -0.264 -0.048
C 1.580 0.192 0.087 0.411
O 2.310 -0.459 -0.617 -0.445
C 2.113 0.792 1.399 0.350
O 1.395 1.324 2.192 -0.468
H -2.014 -1.932 -0.598 0.167
H -3.566 -0.917 -0.846 0.188
H -0.385 1.149 0.347 0.198
H 3.184 0.571 1.618 0.138

---

Which structure is the most stable? The one labeled (x).

---

(w)
12
Properties=species:S:1:pos:R:3:nbo_charge:R:1 method="wB97M-V/def2-TZVPD" smiles="O=c1cnccn1O" orbital_gap_ha=0.3186 lumo_energy_ev=-0.63 homo_energy_ev=-9.299
O 2.181 -0.174 -0.091 -0.635
C 0.941 -0.041 0.238 0.520
C 0.362 0.642 1.275 -0.065
N -0.873 1.118 1.326 -0.351
C -1.787 0.691 0.476 -0.059
C -1.465 -0.169 -0.568 -0.015
N -0.191 -0.589 -0.590 -0.054
O 0.516 -1.162 -1.686 -0.528
H 1.212 0.899 1.969 0.208
H -2.832 1.090 0.834 0.229
H -2.333 -0.696 -0.984 0.245
H 1.521 -1.044 -1.272 0.506

---

(x)
12
Properties=species:S:1:pos:R:3:nbo_charge:R:1 method="wB97M-V/def2-TZVPD" orbital_gap_ha=0.2782 lumo_energy_ev=-0.89 homo_energy_ev=-8.464
C 0.776 1.532 -0.257 -0.418
C -0.455 -0.620 -0.509 0.541
C -0.893 -1.548 0.680 0.384
O -0.829 -0.761 -1.749 -0.598
N 0.453 0.142 -0.032 -0.356
C 0.378 -0.286 1.569 0.245
O -1.416 -2.581 0.347 -0.526
N 0.781 0.075 2.601 -0.476
H -1.394 -1.564 -1.774 0.516
H 0.336 2.138 0.535 0.238
H 0.405 1.838 -1.234 0.218
H 1.858 1.635 -0.178 0.232

---

Which structure is the most stable? The one labeled (w).

---

(w)
12
Properties=species:S:1:pos:R:3:nbo_charge:R:1 method="wB97M-V/def2-TZVPD" smiles="O/N=c1/cncco1" orbital_gap_ha=0.3411 lumo_energy_ev=0.05 homo_energy_ev=-9.236
O -1.410 0.932 -2.178 -0.536
N -0.550 -0.156 -1.794 -0.146
C -0.196 -0.134 -0.595 0.386
C 1.247 -0.895 -0.212 0.103
N 1.464 -1.141 1.020 -0.417
C 0.627 -0.441 2.010 -0.141
C -0.196 0.558 1.668 0.105
O -0.533 0.812 0.341 -0.523
H -1.428 1.421 -1.199 0.461
H 2.032 -1.187 -1.153 0.238
H 0.578 -0.936 3.065 0.241
H -0.916 1.292 2.173 0.231

---

(x)
12
Properties=species:S:1:pos:R:3:nbo_charge:R:1 method="wB97M-V/def2-TZVPD" orbital_gap_ha=0.3715 lumo_energy_ev=0.06 homo_energy_ev=-10.043
C 1.691 -0.380 -0.355 -0.658
C 0.553 0.259 0.532 0.068
C -1.205 0.936 -0.071 0.433
C -0.622 -0.330 0.152 -0.008
H 2.910 0.026 -0.432 0.242
H 1.417 -0.014 -1.407 0.245
H 1.589 -1.531 0.075 0.252
H 0.680 0.085 1.586 0.239
N -2.542 0.990 -0.036 -0.141
N -1.616 -1.198 0.167 -0.034
O -0.094 1.575 0.004 -0.439
O -2.760 -0.419 -0.216 -0.199

---

Which structure is the most stable? The one labeled (w).

---

(w)
12
Properties=species:S:1:pos:R:3:nbo_charge:R:1 method="wB97M-V/def2-TZVPD" smiles="O=[N+]([O-])[C@@H]1COC=N1" orbital_gap_ha=0.3895 lumo_energy_ev=-0.08 homo_energy_ev=-10.684
O -1.101 -2.823 1.251 -0.365
N -0.478 -2.248 0.371 0.508
O -0.480 -2.622 -0.775 -0.371
C 0.104 -0.955 0.675 0.011
C -0.662 0.215 -0.425 -0.104
O 0.544 0.863 -0.915 -0.478
C 1.582 0.081 -0.576 0.428
N 1.459 -0.802 0.345 -0.479
H -0.162 -0.648 1.666 0.226
H -1.160 -0.440 -1.127 0.215
H -1.200 1.079 0.059 0.214
H 2.486 0.605 -0.739 0.194

---

(x)
12
Properties=species:S:1:pos:R:3:nbo_charge:R:1 method="wB97M-V/def2-TZVPD" smiles="COc1n[nH]c(=O)o1" orbital_gap_ha=0.3843 lumo_energy_ev=0.74 homo_energy_ev=-9.722
C -2.782 -0.027 0.271 -0.258
O -1.735 -0.586 -0.333 -0.465
C -0.575 -0.054 -0.174 0.752
N -0.282 1.203 -0.219 -0.338
N 1.165 1.061 0.115 -0.484
C 1.614 -0.177 0.037 0.835
O 2.756 -0.566 0.049 -0.587
O 0.442 -0.931 0.076 -0.457
H -2.580 0.473 1.303 0.182
H -3.505 -0.855 0.442 0.208
H -3.074 0.856 -0.298 0.191
H 1.732 1.890 0.136 0.420

---

Which structure is the most stable? The one labeled (x).

---

(w)
18
Properties=species:S:1:pos:R:3:nbo_charge:R:1 method="wB97M-V/def2-TZVPD" smiles="CC(N)=O.CCS" orbital_gap_ha=0.3510 lumo_energy_ev=0.70 homo_energy_ev=-8.851
C -0.538 -1.669 -2.044 -0.739
C -0.224 -0.201 -1.857 0.671
N 1.088 0.139 -1.992 -0.829
O -1.091 0.612 -1.625 -0.611
H -0.003 -2.360 -1.404 0.231
H -0.529 -1.941 -3.103 0.238
H -1.612 -1.772 -1.850 0.245
H 1.398 1.047 -1.690 0.404
H 1.780 -0.553 -2.214 0.393
C 0.665 1.584 2.118 -0.627
C -0.454 0.671 1.642 -0.483
S -0.446 -0.714 2.853 -0.085
H 1.588 1.014 2.044 0.210
H 0.576 1.925 3.146 0.216
H 0.780 2.443 1.451 0.216
H -1.464 1.083 1.596 0.219
H -0.213 0.251 0.668 0.212
H -1.301 -1.560 2.261 0.120

---

(x)
18
Properties=species:S:1:pos:R:3:nbo_charge:R:1 method="wB97M-V/def2-TZVPD" smiles="CCCNC.O=S" orbital_gap_ha="0.2360 / 0.2362" lumo_energy_ev="-1.83 / -1.82" homo_energy_ev="-8.248 / -8.246"
C 0.715 -1.785 -0.406 -0.616
C -0.053 -0.692 0.341 -0.421
C -0.870 0.225 -0.673 -0.206
N -1.592 1.341 -0.125 -0.657
C -0.624 2.187 0.670 -0.406
H 0.195 -2.662 -0.215 0.207
H 0.710 -1.626 -1.449 0.200
H 1.792 -1.895 -0.165 0.210
H 0.599 -0.058 1.001 0.199
H -0.866 -1.108 0.927 0.194
H -0.286 0.576 -1.454 0.176
H -1.574 -0.431 -1.168 0.174
H -2.506 1.111 0.230 0.383
H -0.090 1.506 1.450 0.164
H 0.257 2.489 0.007 0.188
H -1.079 2.997 1.124 0.201
O -4.141 0.097 0.590 -0.701
S -4.204 -0.689 -0.660 0.711

---

(y)
18
Properties=species:S:1:pos:R:3:nbo_charge:R:1 method="wB97M-V/def2-TZVPD" smiles=N[C@H](CO)CCS orbital_gap_ha=0.3636 lumo_energy_ev=0.73 homo_energy_ev=-9.161
N 2.190 0.328 -0.825 -0.832
C 0.996 -0.482 -0.660 -0.048
C -0.228 0.248 -1.346 -0.088
O 0.132 0.687 -2.626 -0.723
C 0.808 -0.783 0.855 -0.432
C -0.616 -1.066 1.326 -0.543
S -1.590 0.403 1.662 -0.047
H 2.088 1.231 -0.372 0.346
H 2.313 0.521 -1.805 0.371
H 1.144 -1.425 -1.197 0.181
H -1.099 -0.419 -1.315 0.162
H -0.429 1.048 -0.633 0.156
H -0.242 1.558 -2.759 0.477
H 1.027 0.147 1.392 0.204
H 1.632 -1.479 0.999 0.241
H -1.183 -1.612 0.553 0.206
H -0.721 -1.800 2.129 0.236
H -2.387 -0.131 2.603 0.132

---

(z)
18
Properties=species:S:1:pos:R:3:nbo_charge:R:1 method="wB97M-V/def2-TZVPD" smiles="CC(N)=O.CSC" orbital_gap_ha=0.3392 lumo_energy_ev=0.69 homo_energy_ev=-8.538
C -0.174 1.192 -1.760 -0.722
C -1.571 0.767 -2.059 0.673
N -2.461 1.022 -1.021 -0.837
O -1.972 0.162 -3.031 -0.586
H -0.179 2.113 -1.170 0.217
H 0.512 1.374 -2.576 0.242
H 0.377 0.517 -1.101 0.238
H -3.388 0.826 -1.344 0.390
H -2.456 1.856 -0.458 0.384
C 1.785 -2.272 1.040 -0.723
S 1.445 -1.503 2.702 0.144
C 0.727 0.108 2.208 -0.729
H 1.619 -1.751 0.118 0.219
H 2.825 -2.582 1.121 0.222
H 1.116 -3.124 1.114 0.223
H 1.029 0.234 1.175 0.210
H 1.122 0.958 2.762 0.222
H -0.354 0.104 2.278 0.214

---

Which structure is the most stable? The one labeled (w).